Computed, not measured: a 2-piece molecular cluster, C5H15N2 overall, with ωB97M-V/def2-TZVPD.

Structure (XYZ):
```
22
Properties=species:S:1:pos:R:3:forces:R:3:lowdin_charge:R:1
H 0.307 -1.908 3.127 0.387 0.459 -0.031 0.0894
C 0.552 -0.887 2.773 -0.838 0.148 1.129 -0.0798
H -0.671 -2.262 0.979 0.000 -0.153 0.072 0.1578
H 1.493 0.288 -2.310 0.060 0.018 -0.254 0.0654
H -2.040 1.413 -0.487 0.489 -0.822 -0.729 0.1192
H -2.235 0.219 -1.705 0.915 0.510 1.005 0.1362
N -1.603 0.596 -0.958 -1.257 0.072 -0.331 0.0413
C 0.361 2.036 -0.624 -0.597 -0.255 -0.456 -0.0520
H -0.015 -1.742 -0.464 0.109 0.382 0.531 0.1465
H 1.452 2.101 -0.719 -0.325 -0.262 -0.036 0.0827
H -1.023 -0.736 0.389 0.318 -0.343 -0.279 0.1202
H 1.074 0.115 0.954 0.146 -0.245 -0.236 0.0938
H 0.098 2.008 0.451 0.073 0.340 -0.431 0.0715
H -0.372 -0.282 2.978 0.832 -0.323 -0.241 0.0988
H 1.374 -0.455 3.401 -0.685 -0.504 -0.717 0.1100
H 1.715 -1.554 1.087 0.545 -0.023 -0.052 0.1255
C 0.445 0.054 -2.220 -0.404 1.053 1.447 0.0320
C -0.257 0.786 -1.320 1.064 1.310 -0.813 -0.4850
N -0.269 -1.460 0.499 -0.303 0.267 0.205 0.1533
H 0.035 -0.687 -2.869 -0.365 -0.491 -0.201 0.0575
C 0.893 -0.898 1.308 -0.426 -0.002 -0.235 -0.1957
H -0.052 2.979 -1.102 0.262 -1.136 0.650 0.1113
```
Forces are in eV/Å.

**Total charge**: +1
**Calculated total energy**: -308.764878 Eh
**LUMO level**: -3.021 eV
**Orbital gap**: 9.67 eV